ORCA calculation (wB97M-V/def2-TZVPD) on a molecular structure, C23H22N2O2PtS3.

Structure (XYZ):
```
53
C23H22N2O2PtS3, DFT wB97M-V/def2-TZVPD
Pt -0.420 0.592 -0.583
C -1.775 4.601 0.171
C -1.772 3.170 -0.302
N -0.718 2.442 -0.023
N 0.240 3.055 0.779
C 1.305 2.368 0.998
S 1.605 0.770 0.413
S 2.525 3.267 1.894
C 3.624 1.969 2.486
C 3.076 0.998 3.512
C 3.927 0.002 3.983
C 3.503 -0.902 4.943
C 2.207 -0.835 5.437
C 1.350 0.147 4.965
C 1.783 1.062 4.014
C -2.934 2.662 -1.019
C -4.035 3.539 -1.208
C -5.193 3.177 -1.837
C -5.320 1.868 -2.329
C -4.297 0.983 -2.163
C -3.085 1.332 -1.508
O -2.213 0.380 -1.415
H -0.763 4.957 0.312
H -2.283 4.664 1.136
H -2.285 5.253 -0.529
H 4.447 2.535 2.931
H 4.042 1.424 1.639
H 4.938 -0.060 3.595
H 4.186 -1.659 5.310
H 1.872 -1.539 6.188
H 0.336 0.209 5.341
H 1.106 1.828 3.658
H -3.983 4.548 -0.829
H -5.995 3.894 -1.949
H -6.227 1.558 -2.834
H -4.364 -0.035 -2.526
C -0.541 -3.892 -1.073
S -0.355 -2.407 -0.099
O -0.094 -1.380 -1.203
C 1.233 -2.745 0.626
C 1.286 -3.117 1.958
C 2.523 -3.373 2.532
C 3.678 -3.229 1.779
C 3.609 -2.828 0.449
C 2.380 -2.584 -0.138
H 0.308 -3.965 -1.751
H -1.472 -3.786 -1.626
H -0.584 -4.751 -0.406
H 0.378 -3.187 2.545
H 2.582 -3.659 3.573
H 4.642 -3.414 2.234
H 4.516 -2.695 -0.125
H 2.302 -2.237 -1.161
```

- HOMO-LUMO gap: 7.657 eV
- Total charge: 0
- E_LUMO: 0.27 eV
- HOMO level: -0.27145 Eh

Results of the Löwdin charge analysis, in e, for atoms 1 through 4: atom 1 (Pt): 0.92, atom 2 (C): -0.03, atom 3 (C): -0.22, atom 4 (N): -0.19